Record 1
Molecular formula: C3H2O2
Method: DFT, wB97M-V/def2-TZVPD

Each line ends with the natural charge from an NBO analysis.
CARTESIAN COORDINATES (ANGSTROEM)
C: -0.2324 -0.0248 -0.4305  0.22
C: -0.2797 -1.0708 -1.1412  0.35
C: 0.2777 0.5862 0.8274  -0.14
O: -0.1114 -1.8708 -2.0213  -0.40
O: -1.0362 0.7350 0.3174  -0.38
H: 0.3929 0.1012 1.6664  0.17
H: 0.9890 1.5439 0.7818  0.18

Force components x, y, z for each atom (eV/Å):
C 1.4107 2.4362 4.1060
C -0.6873 -3.0729 -4.2499
C 2.8969 4.9252 -4.5752
O 0.0723 -0.1350 0.6541
O -2.0729 0.6509 -0.1680
H 0.2070 -2.8363 4.3028
H -1.8267 -1.9680 -0.0698

As for the energy: -265.7745 Ha. The HOMO energy (spin up / spin down) is -6.82 / -11.91 eV. The energy relative to the best compared isomer or geometry (same formula, charge and spin) is 34.3 kcal per mole. For the gap between HOMO and LUMO (spin up / spin down), the calculation gives 7.54 / 10.06 eV. Its spin multiplicity is 3.


Record 2
Molecular formula: C3H2O2Pt
Method: DFT, wB97M-V/def2-TZVPD

Each line ends with the natural charge from an NBO analysis.
CARTESIAN COORDINATES (ANGSTROEM)
H: 3.6757 0.4525 0.9679  0.27
O: -2.5124 -0.7470 -0.8886  -0.65
H: -3.2139 -0.1042 -0.6981  0.54
C: 2.6886 0.0662 0.7569  -0.01
C: 1.5648 0.1095 0.2277  -0.17
O: -0.8742 0.0779 0.3223  -0.66
C: -1.6733 -0.8241 0.0797  0.88
Pt: 0.3446 0.9693 -0.7678  0.81

Force components x, y, z for each atom (eV/Å):
H -0.1034 -0.7060 0.4236
O -1.2724 -0.9676 -0.3880
H -0.3432 0.2433 -0.2227
C 0.1975 0.7657 -0.3175
C 3.2929 -0.6408 0.8035
O -5.6163 -3.6589 3.8907
C 1.7725 1.8186 -0.0221
Pt 2.0725 3.1456 -4.1675

As for the energy: -384.6799 Ha. The HOMO energy (spin up / spin down) is -13.38 / -14.56 eV. As for the charge: +1. The energy relative to the best compared isomer or geometry (same formula, charge and spin) is 61.0 kcal per mole. For the gap between HOMO and LUMO (spin up / spin down), the calculation gives 7.85 / 6.62 eV. Its spin multiplicity is 4.


Record 3
Molecular formula: C3H2O2S2
Method: DFT, wB97M-V/def2-TZVPD

Each line ends with the natural charge from an NBO analysis.
CARTESIAN COORDINATES (ANGSTROEM)
C: -1.0587 -0.7887 -0.4216  -0.32
C: 0.0577 -0.2736 -0.9044  -0.44
C: -0.3212 0.6985 1.7060  -0.35
O: 1.1072 2.0326 -0.3863  -0.88
O: 1.9827 0.1883 1.0525  -0.90
S: -1.3087 -0.5902 1.3469  0.36
S: 0.8699 0.8205 0.3827  2.03
H: -1.6703 -1.4908 -0.8314  0.23
H: 0.3415 -0.5967 -1.9443  0.27

Force components x, y, z for each atom (eV/Å):
C 2.0771 1.6728 2.5756
C -0.3039 -0.3157 0.2855
C 0.0754 0.3042 -2.7706
O -0.5884 -0.7644 1.4593
O 0.1097 0.0922 -0.7253
S -1.7767 -0.9335 0.6417
S 1.7350 0.3516 -1.4681
H -1.7611 -1.6520 -1.2543
H 0.4329 1.2447 1.2561

As for the energy: -1062.1407 Ha. The HOMO energy (spin up / spin down) is -8.44 / -10.51 eV. The energy relative to the best compared isomer or geometry (same formula, charge and spin) is 20.3 kcal per mole. For the gap between HOMO and LUMO (spin up / spin down), the calculation gives 8.87 / 7.26 eV. Its spin multiplicity is 3.


Record 4
Molecular formula: C3H2O2S4
Method: DFT, wB97M-V/def2-TZVPD

Each line ends with the natural charge from an NBO analysis.
CARTESIAN COORDINATES (ANGSTROEM)
O: -0.2833 -1.2827 1.6930  -0.64
C: 0.3112 -0.3019 1.2983  0.39
S: 1.4398 0.6103 2.2040  -0.50
C: -0.0692 0.3045 -0.2541  -0.38
S: 1.0249 1.8005 -0.6657  -0.16
S: -1.9087 0.8784 -0.1081  -0.28
C: 0.1705 -0.8299 -1.1370  0.29
O: 1.3411 -1.1407 -1.2938  -0.64
S: -1.1338 -1.7784 -1.7102  -0.42
H: 1.1880 2.1914 0.6998  0.18
H: -2.0807 -0.4514 -0.7262  0.17

Force components x, y, z for each atom (eV/Å):
O 0.0501 0.1227 -0.6850
C -0.4489 0.6172 -0.5558
S 0.3699 0.0831 0.8181
C -0.7507 2.9848 3.1207
S -0.7451 -0.4674 0.7985
S 1.4973 -1.3695 -0.6049
C 0.6946 -1.5881 -0.9062
O 0.6467 -0.0506 -0.4195
S -0.6832 -0.3944 -0.4596
H -0.1988 -0.7592 -1.3775
H -0.4318 0.8214 0.2712

As for the energy: -1858.7480 Ha. The HOMO energy is -0.43 eV. As for the charge: -2. The energy relative to the best compared isomer or geometry (same formula, charge and spin) is 3.3 kcal per mole. Its SMILES is [O-]C(=S)C(S)(S)C([O-])=S. For the gap between HOMO and LUMO, the calculation gives 5.90 eV.


Record 5
Molecular formula: C3H2O3
Method: DFT, wB97M-V/def2-TZVPD

Each line ends with the natural charge from an NBO analysis.
CARTESIAN COORDINATES (ANGSTROEM)
O: 1.0343 -0.2297 -2.3371  -0.54
C: 0.4928 -0.1588 -1.2132  0.93
O: 1.0032 0.5964 -0.1770  -0.45
C: 0.3254 0.4123 0.9579  -0.02
C: -0.8150 -0.1872 0.5204  0.09
O: -0.8701 -0.4539 -0.7149  -0.44
H: 0.5351 0.4266 1.9961  0.23
H: -1.7058 -0.4056 0.9678  0.20

Force components x, y, z for each atom (eV/Å):
O -3.0313 -0.4431 4.8219
C 0.6524 2.1924 -2.7950
O 3.0941 -0.8515 -1.7757
C -4.7043 -1.9582 -0.6872
C 1.2849 1.7248 4.3854
O 3.2605 -0.9140 -6.1722
H 1.2789 0.8808 0.3314
H -1.8352 -0.6312 1.8915

As for the energy: -341.1667 Ha. The HOMO energy is -9.20 eV. The energy relative to the best compared isomer or geometry (same formula, charge and spin) is 44.0 kcal per mole. Its SMILES is O=c1occo1. For the gap between HOMO and LUMO, the calculation gives 9.89 eV.


Record 6
Molecular formula: C3H2O3Rh
Method: DFT, wB97M-V/def2-TZVPD

Each line ends with the natural charge from an NBO analysis.
CARTESIAN COORDINATES (ANGSTROEM)
O: 0.4889 0.6116 1.2768  -0.43
C: 1.2057 1.1935 0.3943  0.99
C: -0.2576 -0.5641 0.9864  0.27
O: 1.0559 1.7929 -0.6547  -0.65
O: -0.6063 -0.2741 -1.3548  -0.56
C: -0.5294 -0.9814 -0.2592  0.21
Rh: -0.4412 1.4667 -1.8624  1.58
H: -0.3746 -1.1745 1.8763  0.30
H: -0.5415 -2.0706 -0.4029  0.29

Force components x, y, z for each atom (eV/Å):
O -1.7532 -1.6788 -0.1373
C 2.1229 2.0502 -0.5534
C 1.5945 1.7670 2.7571
O 1.4612 -0.4959 2.6036
O -0.0802 -4.8244 3.3652
C -0.4886 -1.1277 -4.3288
Rh -2.0261 4.0898 -3.7690
H -0.1635 0.0886 0.0220
H -0.6670 0.1311 0.0406

As for the energy: -450.7467 Ha. The HOMO energy (spin up / spin down) is -19.31 / -21.91 eV. As for the charge: +2. The energy relative to the best compared isomer or geometry (same formula, charge and spin) is 29.8 kcal per mole. For the gap between HOMO and LUMO (spin up / spin down), the calculation gives 9.09 / 8.66 eV. Its spin multiplicity is 6.


Record 7
Molecular formula: C3H2O3S
Method: DFT, wB97M-V/def2-TZVPD

Each line ends with the natural charge from an NBO analysis.
CARTESIAN COORDINATES (ANGSTROEM)
C: 0.7808 2.1213 -0.5180  -0.22
C: 0.0791 -2.4068 -1.1418  1.04
C: -0.6033 0.9080 1.4274  0.29
O: -0.5770 -3.2407 -0.7193  -0.50
O: -0.8155 -0.1262 0.8642  -0.54
O: 0.7486 -1.5891 -1.5833  -0.53
S: 1.3893 1.4946 -1.7622  0.23
H: 0.2913 1.0733 2.0513  0.11
H: -1.2932 1.7656 1.3818  0.12

Force components x, y, z for each atom (eV/Å):
C 0.2241 0.0732 -0.3046
C -0.0182 0.0258 0.0620
C 0.0168 0.3501 0.3439
O -1.0137 -1.2368 0.6631
O -0.0978 -0.4308 -0.1647
O 1.0045 1.2104 -0.6815
S -0.0658 0.1288 0.1386
H 0.0582 -0.0916 0.0012
H -0.1082 -0.0292 -0.0581

As for the energy: -739.3502 Ha. The HOMO energy is -10.05 eV. The energy relative to the best compared isomer or geometry (same formula, charge and spin) is 63.4 kcal per mole. For the gap between HOMO and LUMO, the calculation gives 9.86 eV.


Record 8
Molecular formula: C3H2O3Tb
Method: DFT, wB97M-V/def2-TZVPD

Each line ends with the Löwdin spin population.
CARTESIAN COORDINATES (ANGSTROEM)
H: -0.4461 -0.2972 1.3581  0.00
O: 1.7500 -0.6939 -0.4063  0.05
C: 0.5911 -0.9546 -0.0521  0.01
C: -0.3171 0.2067 0.3015  0.01
C: -1.7040 0.0461 -0.3395  0.00
O: 0.2676 1.4021 0.1905  0.06
O: -2.6231 0.7738 -0.2815  0.00
Tb: 2.2948 1.4881 -0.5862  6.87
H: 0.1868 -1.9711 -0.1846  0.00

Force components x, y, z for each atom (eV/Å):
H -1.0791 1.5368 -0.6004
O -1.7040 -1.2388 1.0954
C 1.2463 0.0554 -3.1135
C 3.1197 -1.8598 1.8792
C -5.4043 6.2961 1.7468
O -2.0139 -1.6384 -0.0108
O 4.0876 -4.8250 -1.3097
Tb 1.6027 1.7191 -0.3542
H 0.1450 -0.0453 0.6671

As for the energy: -1164.9125 Ha. The HOMO energy (spin up / spin down) is -17.56 / -16.78 eV. As for the charge: +2. The energy relative to the best compared isomer or geometry (same formula, charge and spin) is 52.4 kcal per mole. For the gap between HOMO and LUMO (spin up / spin down), the calculation gives 6.02 / 5.23 eV. Its spin multiplicity is 8.


Record 9
Molecular formula: C3H2O3Tm
Method: DFT, wB97M-V/def2-TZVPD

Each line ends with the natural charge from an NBO analysis.
CARTESIAN COORDINATES (ANGSTROEM)
H: 3.3299 0.6889 0.7125  0.28
C: 2.5705 -0.0356 0.3716  0.04
C: 2.6500 -0.5613 -0.8542  0.10
O: 1.3602 -0.6346 -1.3589  -0.37
C: 0.5428 -0.1983 -0.4214  1.01
O: 1.2393 0.2526 0.6085  -0.40
O: -0.6688 -0.1517 -0.5323  -0.84
Tm: -2.8725 0.4397 0.4037  1.91
H: 3.4265 -1.1006 -1.3846  0.28

Force components x, y, z for each atom (eV/Å):
H -0.4497 -1.1087 0.9844
C 1.5346 1.7339 -1.3774
C -0.1659 -0.8316 0.4276
O -0.9263 -0.7903 0.2578
C 3.1398 0.5220 -0.1033
O -1.1699 -0.0716 0.0699
O -4.1661 0.6276 0.9663
Tm 2.2953 -0.6718 -1.0352
H -0.0918 0.5905 -0.1901

As for the energy: -1425.6456 Ha. The HOMO energy (spin up / spin down) is -17.22 / -17.22 eV. As for the charge: +2. The energy relative to the best compared isomer or geometry (same formula, charge and spin) is 0.0 kcal per mole. For the gap between HOMO and LUMO (spin up / spin down), the calculation gives 6.90 / 4.99 eV. Its spin multiplicity is 4.


Record 10
Molecular formula: C3H2O3Zn
Method: DFT, wB97M-V/def2-TZVPD

Each line ends with the natural charge from an NBO analysis.
CARTESIAN COORDINATES (ANGSTROEM)
O: -3.3041 0.9088 -1.5150  -0.41
C: -2.2935 0.6401 -1.0458  1.10
O: -1.2737 0.4316 -0.5140  -0.67
O: 1.7702 -0.4121 -1.4763  -1.01
C: 2.3273 -0.6781 -0.2538  -0.11
C: 3.5876 -1.1524 -0.1092  -0.63
H: 4.0928 -1.1117 0.8587  0.20
H: 4.1290 -1.6190 -0.9467  0.21
Zn: 0.5354 -0.0661 -0.1621  1.32

Force components x, y, z for each atom (eV/Å):
O 0.3004 -0.2992 0.0345
C -0.3390 0.5041 0.0026
O -1.0696 0.1463 -0.2798
O 0.2363 -0.5930 -0.9751
C 1.8781 -0.1263 -1.1062
C -0.7810 0.1773 0.8721
H -0.3453 -0.3186 -0.2480
H -0.3698 0.6029 0.2010
Zn 0.4900 -0.0935 1.4989

As for the energy: -2120.4352 Ha. The HOMO energy (spin up / spin down) is -7.12 / -7.13 eV. The energy relative to the best compared isomer or geometry (same formula, charge and spin) is 27.3 kcal per mole. For the gap between HOMO and LUMO (spin up / spin down), the calculation gives 6.27 / 6.27 eV.


Record 11
Molecular formula: C3H2O3Zn
Method: DFT, wB97M-V/def2-TZVPD

Each line ends with the natural charge from an NBO analysis.
CARTESIAN COORDINATES (ANGSTROEM)
O: 2.3425 1.3627 -0.4308  -0.48
C: 1.4033 0.6487 -0.3379  1.09
O: 1.0870 -0.5193 -0.1179  -0.82
O: -0.4454 1.3127 -0.0635  -0.85
C: -1.6687 0.7523 -0.4078  -0.12
C: -2.7373 1.5647 -0.5248  -0.53
H: -3.7485 1.1565 -0.4628  0.21
H: -2.6465 2.6594 -0.4965  0.22
Zn: -0.7819 -0.8493 0.2359  1.28

Force components x, y, z for each atom (eV/Å):
O -2.8808 -0.5648 -0.2265
C 0.8328 -0.0879 0.8696
O 1.1407 -0.6109 -0.2999
O 0.2101 0.5059 -0.7944
C 1.0486 2.2830 1.0627
C -0.3491 -1.1094 0.3478
H 0.3525 0.0383 -0.3747
H 0.2826 -0.6108 -0.1392
Zn -0.6374 0.1566 -0.4455

As for the energy: -2120.4353 Ha. The HOMO energy (spin up / spin down) is -8.46 / -8.46 eV. The energy relative to the best compared isomer or geometry (same formula, charge and spin) is 27.3 kcal per mole. For the gap between HOMO and LUMO (spin up / spin down), the calculation gives 6.82 / 6.82 eV.


Record 12
Molecular formula: C3H2OS2
Method: DFT, wB97M-V/def2-TZVPD

Each line ends with the natural charge from an NBO analysis.
CARTESIAN COORDINATES (ANGSTROEM)
O: 0.4973 1.8552 -0.6078  -0.46
C: 0.9545 0.8387 -0.1802  0.37
C: 0.2776 -0.4850 -0.1508  -0.28
S: 1.1179 -1.8393 -0.4452  0.20
C: -1.1544 -0.4368 0.3146  -0.33
S: -2.5694 -0.5746 -0.5026  0.15
H: 2.0779 0.8233 0.1854  0.13
H: -1.2014 -0.1814 1.3866  0.22

Force components x, y, z for each atom (eV/Å):
O -0.6375 -0.0469 -0.0038
C 2.9910 0.6807 0.3749
C -1.0366 -1.0884 0.2263
S -0.4583 0.6972 0.0465
C -0.9222 0.1420 -0.4379
S 1.7711 -0.0170 0.5968
H -1.7373 -0.2450 -0.5060
H 0.0298 -0.1225 -0.2967

As for the energy: -987.0465 Ha. The HOMO energy is -9.26 eV. The energy relative to the best compared isomer or geometry (same formula, charge and spin) is 47.6 kcal per mole. Its SMILES is O=CC(=S)C=S. For the gap between HOMO and LUMO, the calculation gives 7.47 eV.